The following is a quantum chemistry calculation of an isolated ion of composition C4H9N5O and charge +2 at a distorted geometry, from the OMol25 dataset.

Structure (XYZ):
```
19
Properties=species:S:1:pos:R:3
H 1.512 0.223 1.933
N 1.960 -0.459 -1.273
H 2.428 0.407 -1.673
H -3.306 -0.510 -0.462
H -0.416 -1.738 -0.029
H -3.351 0.067 0.969
H -1.948 2.116 0.440
O 3.119 -0.615 0.878
N 0.904 1.502 -0.465
N -1.233 1.457 0.177
H -2.633 -1.279 1.034
H 1.362 -1.094 -1.832
H 2.937 -0.869 -0.952
C -1.354 0.071 0.167
N -2.686 -0.469 0.337
C 2.018 -0.190 1.045
N -0.143 2.085 -0.163
C 1.089 0.009 -0.185
C -0.259 -0.713 0.055
```

Energy relative to the best compared isomer or geometry (same formula, charge and spin) = 383.3 kJ/mol
E = -506.05580 hartree
SMILES string = [NH3+]C1=C[C@]([NH3+])(C=O)N=NN1
Lowest unoccupied orbital energy = -8.6 eV
Charge = +2
2S+1 = 1